{
  "formula": "C21H61N5O8",
  "method": "wB97M-V/def2-TZVPD",
  "charge": 0,
  "e_lumo_ev": 0.07,
  "gap_ev": 8.8,
  "e_above_lowest_ev": 3.4916,
  "smiles": "COC[C@H](C)N.COC[C@H](C)N.COC[C@H](C)N.NC(N)=O.CCO.CCO.CCO.CCO",
  "homo_energy_ev": -8.76,
  "symbols": ["C", "C", "C", "O", "C", "N", "H", "H", "H", "H", "H", "H", "H", "H", "H", "H", "H", "C", "C", "C", "O", "C", "N", "H", "H", "H", "H", "H", "H", "H", "H", "H", "H", "H", "C", "C", "C", "O", "C", "N", "H", "H", "H", "H", "H", "H", "H", "H", "H", "H", "H", "C", "C", "O", "H", "H", "H", "H", "H", "H", "C", "C", "O", "H", "H", "H", "H", "H", "H", "C", "C", "O", "H", "H", "H", "H", "H", "H", "C", "C", "O", "H", "H", "H", "H", "H", "H", "C", "O", "N", "N", "H", "H", "H", "H"],
  "xyz": [[-0.948, 1.277, 7.715], [-0.772, -0.127, 7.044], [-0.625, -1.405, 7.786], [0.322, -1.452, 8.838], [1.687, -1.154, 8.431], [-1.950, -0.330, 6.224], [-0.175, 1.640, 8.393], [-1.918, 1.240, 8.210], [-0.974, 2.041, 6.939], [-0.012, 0.067, 6.288], [-0.336, -2.139, 7.034], [-1.562, -1.684, 8.269], [1.978, -1.784, 7.590], [2.430, -1.265, 9.221], [1.741, -0.160, 7.988], [-2.444, 0.515, 5.973], [-2.573, -0.798, 6.866], [-1.393, -1.203, -7.743], [-2.093, -1.322, -6.360], [-2.081, -2.748, -5.602], [-2.085, -3.905, -6.465], [-3.349, -4.190, -7.032], [-1.360, -0.372, -5.475], [-1.906, -1.709, -8.561], [-0.331, -1.371, -7.925], [-1.563, -0.148, -7.959], [-3.107, -0.975, -6.561], [-2.913, -2.790, -4.899], [-1.100, -2.812, -5.130], [-3.281, -5.155, -7.534], [-3.683, -3.383, -7.684], [-4.095, -4.309, -6.247], [-0.389, -0.628, -5.367], [-1.656, -0.660, -4.553], [3.297, 2.135, -3.757], [3.772, 1.337, -5.042], [4.129, -0.120, -4.930], [4.685, -0.492, -6.116], [6.082, -0.304, -6.293], [2.739, 1.649, -6.018], [2.831, 3.086, -4.016], [4.142, 2.337, -3.100], [2.562, 1.526, -3.231], [4.676, 1.915, -5.231], [3.230, -0.703, -4.731], [4.741, -0.201, -4.031], [6.345, 0.731, -6.509], [6.285, -1.069, -7.042], [6.729, -0.629, -5.478], [1.758, 1.673, -5.782], [2.952, 0.950, -6.716], [-0.626, -6.689, 0.861], [-0.950, -6.017, -0.476], [-2.129, -5.246, -0.213], [-0.650, -6.066, 1.755], [0.258, -7.316, 0.984], [-1.401, -7.302, 1.322], [-1.094, -6.663, -1.342], [-0.137, -5.325, -0.697], [-2.131, -4.408, -0.681], [-4.020, 1.906, -1.455], [-3.595, 3.222, -2.118], [-2.237, 3.484, -1.907], [-4.292, 2.155, -0.429], [-3.348, 1.049, -1.472], [-4.905, 1.600, -2.013], [-4.355, 3.890, -1.712], [-3.704, 3.070, -3.191], [-1.725, 2.777, -2.306], [4.844, 0.744, 4.153], [5.963, 1.223, 3.270], [6.570, 2.390, 3.755], [5.082, 0.869, 5.210], [4.560, -0.289, 3.949], [3.907, 1.300, 4.157], [5.432, 1.478, 2.353], [6.722, 0.467, 3.068], [6.576, 2.967, 2.988], [-3.769, 6.301, 5.353], [-4.090, 5.562, 4.057], [-2.898, 5.089, 3.494], [-3.058, 7.112, 5.194], [-3.238, 5.595, 5.992], [-4.687, 6.659, 5.819], [-4.536, 6.244, 3.333], [-4.766, 4.729, 4.251], [-3.155, 4.573, 2.727], [-0.075, -0.349, 1.099], [0.234, -0.529, -0.048], [-0.686, -1.252, 1.833], [-0.111, 0.823, 1.608], [-0.917, -0.956, 2.771], [-1.073, -2.052, 1.354], [-0.492, 0.933, 2.537], [0.262, 1.626, 1.122]],
  "forces_ev_per_a": [[0.1, -0.8, 0.5], [0.1, 3.4, -1.4], [1.4, -0.5, 0.9], [1.4, 0.5, 0.3], [-1.1, 0.0, -1.0], [-1.1, -1.1, -0.2], [0.1, -0.5, 0.3], [0.0, 0.4, 0.3], [-0.2, -0.2, -0.3], [0.8, -0.6, 0.3], [-0.3, -0.4, -0.1], [-0.1, -0.1, -0.1], [0.0, -0.5, 0.0], [-0.6, 0.0, 0.3], [0.0, 0.4, 0.4], [0.3, 0.3, 0.0], [-0.8, -0.2, -0.4], [-1.0, 0.4, -0.4], [2.1, -1.2, -0.1], [0.5, 0.3, -2.4], [-0.3, 0.7, 0.4], [0.2, 0.0, 0.5], [-1.2, -0.3, 0.6], [-0.2, -0.4, 0.2], [0.1, -0.3, 0.9], [0.2, 0.2, -0.2], [0.0, 0.1, 0.5], [0.0, 0.0, 0.3], [-0.2, 0.0, 0.3], [0.1, 0.3, -0.3], [0.0, -0.1, -0.3], [-0.2, 0.0, 0.2], [0.5, -0.2, -0.9], [-0.5, 0.6, 0.7], [0.4, -1.5, -0.1], [-1.8, 3.3, 2.4], [-1.1, 1.5, 1.8], [1.0, -1.2, -0.9], [-0.2, -0.9, -0.1], [1.6, -0.7, -1.5], [0.2, -0.1, -0.3], [-0.1, -0.1, 0.2], [-0.1, 0.1, 0.3], [0.3, -0.3, -1.0], [-0.1, -0.2, -0.2], [0.7, -0.5, -0.1], [0.0, -0.1, -0.5], [0.5, 0.8, -0.6], [-0.5, 0.0, 0.8], [0.2, -0.4, 0.6], [-0.9, 0.2, -0.9], [-0.5, -1.0, 1.3], [0.2, 0.9, 1.4], [-0.4, -0.1, 0.0], [0.7, 1.3, -0.6], [0.3, 0.2, -0.7], [-0.7, -0.7, -1.2], [0.0, -0.3, 0.3], [0.2, -0.1, -0.2], [0.2, -0.1, -0.2], [-0.7, 0.2, 0.0], [0.0, -2.7, -0.7], [0.4, 1.4, 0.9], [0.0, -0.5, 0.1], [0.4, 0.3, -0.1], [-0.3, -0.2, 0.3], [0.9, 1.0, -0.3], [-0.6, 0.5, -0.2], [-0.1, -0.1, 0.0], [-0.4, -0.3, 1.5], [-1.3, -0.1, -0.7], [0.2, 0.7, 0.0], [0.6, -0.5, 0.2], [0.2, -0.1, 0.1], [0.1, 0.5, -0.9], [0.4, -0.2, -0.6], [-0.1, -0.2, 0.1], [0.3, 0.4, 0.3], [0.3, -0.6, -0.4], [-0.2, 0.9, 0.3], [0.7, -0.5, -0.2], [-0.3, 0.2, -0.2], [-0.2, 0.0, 0.3], [0.2, 0.0, 0.1], [-0.5, 0.1, 0.1], [-0.2, 0.0, 0.1], [0.3, -0.1, -0.2], [-1.2, -1.3, -2.7], [1.4, -0.9, -2.4], [-0.7, -2.2, 1.9], [0.5, 5.1, 2.9], [-0.5, -1.0, -0.2], [0.2, 0.1, 0.6], [0.2, 0.5, -0.3], [0.0, -0.4, 0.2]]
}


{
  "formula": "C21H62BrInN15O31P2S",
  "method": "wB97M-V/def2-TZVPD",
  "charge": -1,
  "e_lumo_ev": 0.12,
  "gap_ev": 4.7,
  "homo_energy_ev": -4.62,
  "symbols": ["C", "C", "C", "C", "C", "C", "In", "P", "S", "P", "O", "Br", "H", "H", "H", "H", "H", "H", "H", "H", "H", "H", "H", "H", "H", "H", "H", "H", "H", "C", "N", "O", "O", "H", "H", "H", "C", "N", "O", "O", "H", "H", "H", "C", "N", "O", "O", "H", "H", "H", "C", "N", "O", "O", "H", "H", "H", "C", "N", "O", "O", "H", "H", "H", "C", "N", "O", "O", "H", "H", "H", "C", "N", "O", "O", "H", "H", "H", "C", "N", "O", "O", "H", "H", "H", "C", "N", "O", "O", "H", "H", "H", "C", "N", "O", "O", "H", "H", "H", "C", "N", "O", "O", "H", "H", "H", "C", "N", "O", "O", "H", "H", "H", "C", "N", "O", "O", "H", "H", "H", "C", "N", "O", "O", "H", "H", "H", "C", "N", "O", "O", "H", "H", "H"],
  "xyz": [[-0.292, -1.289, 1.937], [-0.432, -2.725, 1.093], [0.244, -2.579, -0.426], [1.717, -3.298, -0.514], [2.673, -2.717, -1.744], [2.938, -1.095, -1.644], [2.904, -0.001, -3.628], [4.446, 2.050, -3.314], [5.515, 1.740, -1.673], [0.642, 0.915, -4.313], [0.177, 2.131, -3.149], [0.951, 2.128, -6.262], [-0.720, -0.379, 1.338], [-0.842, -1.345, 2.977], [0.849, -1.065, 2.180], [-1.604, -2.871, 0.921], [0.040, -3.630, 1.672], [-0.477, -3.140, -1.183], [0.234, -1.439, -0.704], [2.347, -3.224, 0.481], [1.580, -4.451, -0.746], [2.312, -3.078, -2.811], [3.732, -3.244, -1.582], [4.040, -0.956, -1.206], [2.231, -0.570, -0.843], [3.623, -0.968, -4.995], [5.271, 2.220, -4.482], [3.555, 3.181, -3.054], [0.667, 2.986, -3.380], [2.912, -5.841, 3.449], [2.920, -4.577, 2.665], [2.388, -3.587, 3.181], [3.461, -4.613, 1.553], [2.406, -5.664, 4.400], [2.376, -6.589, 2.861], [3.951, -6.134, 3.612], [4.942, -2.443, 5.433], [4.961, -3.272, 6.668], [5.904, -4.059, 6.807], [4.028, -3.108, 7.464], [5.817, -2.690, 4.828], [4.022, -2.677, 4.893], [4.968, -1.395, 5.739], [-2.772, 3.052, -1.846], [-3.176, 3.067, -0.414], [-2.614, 2.265, 0.341], [-4.047, 3.883, -0.089], [-2.003, 2.290, -1.988], [-3.660, 2.818, -2.437], [-2.382, 4.043, -2.089], [1.611, -7.926, 7.935], [2.123, -7.145, 6.777], [3.309, -6.795, 6.810], [1.320, -6.904, 5.868], [2.421, -8.063, 8.655], [0.791, -7.358, 8.380], [1.266, -8.890, 7.555], [2.244, 5.443, -7.394], [1.910, 6.814, -7.866], [0.729, 7.170, -7.782], [2.844, 7.494, -8.309], [1.332, 4.962, -7.034], [2.660, 4.895, -8.242], [2.973, 5.541, -6.588], [5.662, 8.062, -8.298], [7.001, 7.843, -7.686], [7.779, 7.090, -8.282], [7.232, 8.434, -6.624], [5.598, 7.484, -9.222], [4.912, 7.725, -7.579], [5.565, 9.130, -8.503], [-2.209, -6.952, -1.523], [-1.281, -5.857, -1.129], [-1.597, -5.172, -0.149], [-0.262, -5.716, -1.815], [-3.058, -6.959, -0.836], [-2.541, -6.752, -2.543], [-1.655, -7.891, -1.462], [-6.867, 1.533, -0.133], [-7.041, 0.856, -1.447], [-8.188, 0.798, -1.906], [-6.022, 0.402, -1.980], [-7.841, 1.881, 0.217], [-6.446, 0.802, 0.560], [-6.188, 2.374, -0.284], [1.498, -1.659, 8.514], [0.239, -2.048, 9.205], [0.313, -2.311, 10.411], [-0.789, -2.077, 8.517], [2.317, -1.676, 9.236], [1.673, -2.384, 7.716], [1.357, -0.653, 8.113], [3.159, -12.055, 8.209], [2.088, -11.024, 8.258], [1.649, -10.716, 9.372], [1.717, -10.553, 7.176], [3.385, -12.379, 9.227], [2.787, -12.890, 7.612], [4.036, -11.597, 7.747], [-6.435, 5.874, -0.062], [-7.797, 5.511, -0.539], [-8.756, 5.894, 0.142], [-7.866, 4.853, -1.584], [-6.526, 6.449, 0.862], [-5.890, 4.944, 0.114], [-5.961, 6.471, -0.843], [-3.877, 2.839, 3.242], [-4.937, 3.873, 3.386], [-6.090, 3.550, 3.076], [-4.582, 4.981, 3.805], [-4.330, 1.919, 2.865], [-3.137, 3.221, 2.536], [-3.439, 2.676, 4.229], [-9.017, 6.542, -3.749], [-8.505, 7.323, -4.907], [-7.319, 7.673, -4.874], [-9.308, 7.564, -5.817], [-8.207, 6.405, -3.030], [-9.836, 7.110, -3.305], [-9.362, 5.578, -4.129], [-0.757, 2.333, -10.588], [-0.313, 3.372, -9.621], [0.905, 3.516, -9.463], [-1.200, 4.015, -9.047], [0.123, 1.849, -11.016], [-1.366, 1.611, -10.040], [-1.338, 2.833, -11.366], [3.834, 2.768, 1.784], [3.854, 1.939, 3.019], [4.797, 1.152, 3.158], [2.921, 2.103, 3.815], [4.710, 2.521, 1.179], [2.914, 2.534, 1.244], [3.860, 3.816, 2.090]],
  "forces_ev_per_a": [[0.8, -0.5, 0.3], [-0.7, 1.4, -0.7], [-0.4, -0.8, 0.4], [0.4, 0.1, -0.8], [0.6, -0.3, 0.6], [0.6, -0.4, 1.5], [1.0, -0.8, 0.2], [-0.8, -0.6, 0.4], [0.5, 0.2, 0.3], [-1.3, 0.4, 0.6], [1.4, 1.1, -1.7], [0.1, -0.1, 0.5], [0.7, -1.8, 1.0], [1.0, 0.0, -2.1], [-2.4, -0.5, -0.6], [2.6, 0.0, 0.6], [-1.1, 1.9, -1.1], [1.6, 1.3, 1.5], [0.3, -2.2, 0.5], [-1.7, 0.2, -2.2], [0.1, 2.3, 0.7], [0.4, 0.8, 2.2], [-2.2, 1.0, -0.5], [-2.4, -0.1, -1.0], [1.4, -1.2, -1.7], [-0.4, 0.4, 0.5], [-0.5, 0.7, 0.4], [0.9, -0.2, -0.9], [-0.8, -1.7, 0.7], [-0.2, 0.1, 0.3], [0.2, 0.6, -0.7], [0.8, -1.0, -0.8], [-0.6, 0.1, 1.9], [0.2, 0.0, -0.4], [0.2, 0.1, 0.0], [-0.2, 0.0, -0.2], [0.2, 0.1, -0.3], [0.3, -0.7, 0.6], [-1.5, 1.1, 0.1], [1.3, -0.4, -0.8], [-0.2, 0.0, 0.3], [0.0, 0.2, 0.1], [-0.2, -0.2, -0.1], [0.3, -0.3, -0.2], [0.4, -0.6, 0.6], [-1.2, 1.5, -0.9], [0.9, -1.0, 0.1], [-0.1, 0.2, 0.1], [0.1, 0.2, 0.1], [-0.2, -0.1, 0.1], [-0.1, 0.3, 0.3], [0.4, 0.4, -0.3], [-1.6, -0.4, -0.4], [1.1, -0.3, 1.2], [-0.1, 0.2, -0.2], [0.1, -0.1, -0.2], [-0.1, 0.8, 0.1], [-0.2, -0.3, 0.2], [-0.9, 0.6, -0.1], [2.0, -0.2, -0.3], [-1.4, -0.6, 0.4], [0.2, 0.2, -0.2], [0.0, 0.2, 0.2], [0.0, 0.0, -0.2], [-0.1, -0.1, -0.1], [1.0, -0.1, 0.3], [-0.9, 1.1, 1.0], [-0.1, -0.9, -1.5], [0.1, 0.1, 0.3], [0.3, 0.2, -0.2], [0.0, -0.2, 0.2], [-0.3, -0.1, 0.1], [0.7, 0.9, 0.4], [0.6, -1.1, -1.5], [-1.5, -0.2, 1.0], [0.3, 0.1, -0.1], [0.2, -0.1, 0.1], [0.0, 0.2, -0.1], [-0.2, 0.2, 0.3], [-0.3, -0.4, -1.0], [1.7, -0.1, 0.5], [-1.5, 0.6, 0.6], [0.2, -0.1, -0.2], [0.1, 0.2, -0.2], [0.0, -0.2, 0.0], [0.3, 0.0, 0.0], [-0.8, -0.2, 0.5], [-0.4, 0.3, -1.6], [1.4, 0.0, 1.2], [-0.3, -0.1, -0.2], [-0.1, 0.2, 0.1], [-0.1, -0.2, -0.1], [0.2, -0.2, 0.2], [-0.6, 0.4, 0.4], [0.4, -0.2, -1.8], [0.4, -1.5, 1.3], [-0.2, 0.2, -0.2], [0.1, 0.2, 0.0], [-0.2, -0.1, -0.1], [0.1, 0.1, 0.3], [-0.9, 0.0, 0.2], [1.2, -0.7, -1.3], [-0.1, 0.6, 1.4], [-0.1, -0.2, -0.2], [-0.1, 0.3, -0.2], [0.0, -0.3, 0.0], [0.1, -0.2, 0.0], [-0.5, 0.6, 0.1], [1.3, 0.7, 0.4], [-0.8, -1.5, -0.7], [0.1, 0.3, 0.1], [-0.2, -0.1, 0.2], [0.0, 0.2, -0.2], [0.2, 0.0, 0.3], [0.4, 0.6, -0.8], [-1.7, -0.4, -0.3], [1.3, -0.2, 1.1], [-0.3, 0.1, -0.5], [0.1, -0.2, -0.2], [0.0, 0.2, 0.1], [0.1, -0.3, -0.2], [0.1, 0.8, 0.8], [-1.7, 0.0, -0.1], [1.5, -0.9, -0.8], [-0.2, 0.2, 0.2], [0.0, 0.2, -0.1], [0.0, -0.1, 0.2], [0.3, 0.0, -0.3], [0.1, -0.6, 0.7], [-1.5, 1.0, 0.2], [1.3, -0.4, -0.8], [-0.3, 0.0, 0.1], [0.1, 0.1, 0.2], [-0.2, -0.2, 0.0]]
}